Entry 1:
110
Properties=species:S:1:pos:R:3:lowdin_charge:R:1 method="wB97M-V/def2-TZVPD" e_tot_ha=-6220.5677 gap_ev=5.0 e_homo_ev=-4.3 largest_force_ev_per_a=7.07 total_charge=-1
C 2.680 2.282 2.527 -0.0553
C 2.308 3.073 1.528 -0.2862
C 1.616 3.909 0.312 -0.4230
Nb -0.242 2.753 -0.416 1.0157
Br 1.036 0.471 0.000 -0.1173
N -1.136 2.723 1.529 -0.2987
C -1.363 4.093 2.094 -0.4015
C -1.135 4.027 3.708 -0.1390
P -2.269 1.370 -1.280 0.2247
O -3.670 1.957 -0.453 -0.5487
Cl -1.966 -0.615 -0.578 -0.0439
H 2.767 1.338 3.192 0.0162
H 2.379 4.017 -0.557 0.0337
H 1.336 4.950 0.712 0.0200
H 0.444 2.735 -2.126 -0.1414
H -1.095 4.290 -0.870 -0.1082
H -0.659 2.092 2.193 0.0170
H -2.496 4.339 1.947 0.1039
H -0.699 4.918 1.604 0.0668
H -1.536 5.031 4.144 0.0693
H -0.043 3.848 4.013 0.0620
H -1.788 3.137 4.085 0.0763
H -3.671 1.513 0.441 0.0254
O 2.541 -2.831 7.850 -0.3123
P 3.335 -2.757 6.530 0.7519
N 4.713 -3.555 7.183 -0.3597
C 5.480 -3.011 8.291 -0.1330
C 4.450 -4.972 7.447 -0.1561
N 3.454 -1.049 6.529 -0.3387
C 4.606 -0.281 6.948 -0.1312
C 2.232 -0.328 6.888 -0.1453
N 4.203 -2.689 4.988 -0.3053
C 5.582 -3.047 4.709 -0.1154
C 3.542 -2.036 3.866 -0.1308
H 6.249 -3.715 8.625 0.0795
H 4.853 -2.759 9.151 0.0843
H 6.044 -2.129 7.988 0.0541
H 3.938 -5.431 6.596 0.0733
H 3.821 -5.110 8.336 0.0763
H 5.382 -5.527 7.591 0.0753
H 4.727 -0.288 8.036 0.0790
H 4.514 0.765 6.633 0.0848
H 5.522 -0.638 6.474 0.0656
H 2.109 -0.259 7.975 0.0760
H 1.353 -0.831 6.475 0.0722
H 2.234 0.685 6.473 0.0790
H 6.284 -2.408 5.247 0.0739
H 5.817 -2.957 3.643 0.0821
H 5.782 -4.094 4.960 0.0767
H 3.963 -1.042 3.689 0.0816
H 2.470 -1.922 4.052 0.0761
H 3.637 -2.627 2.949 0.0824
O 2.552 2.701 -4.067 -0.3105
P 2.972 1.755 -5.207 0.7645
N 4.563 2.404 -5.312 -0.3585
C 4.820 3.792 -5.657 -0.1329
C 5.375 2.053 -4.143 -0.1497
N 1.879 2.414 -6.348 -0.3412
C 2.208 3.367 -7.383 -0.1386
C 0.529 2.683 -5.849 -0.1427
N 3.433 0.625 -6.492 -0.3130
C 4.651 0.602 -7.282 -0.1230
C 2.423 -0.309 -6.967 -0.1435
H 5.885 4.032 -5.568 0.0789
H 4.260 4.490 -5.028 0.0861
H 4.592 3.990 -6.704 0.0520
H 5.261 0.992 -3.903 0.0750
H 5.085 2.634 -3.258 0.0805
H 6.439 2.220 -4.336 0.0741
H 2.383 4.367 -6.976 0.0795
H 1.395 3.446 -8.115 0.0795
H 3.077 3.049 -7.963 0.0626
H 0.475 3.647 -5.331 0.0799
H 0.213 1.902 -5.151 0.0712
H -0.202 2.685 -6.665 0.0755
H 4.754 1.499 -7.896 0.0712
H 4.677 -0.258 -7.961 0.0767
H 5.537 0.494 -6.648 0.0760
H 2.024 0.006 -7.937 0.0827
H 1.588 -0.378 -6.265 0.0748
H 2.831 -1.321 -7.066 0.0749
O -7.847 -4.290 -1.409 -0.3237
P -7.011 -3.015 -1.647 0.7471
N -6.689 -2.777 0.026 -0.3564
C -7.741 -2.542 1.000 -0.1341
C -5.777 -3.794 0.558 -0.1511
N -8.326 -2.092 -2.241 -0.3396
C -9.089 -1.123 -1.487 -0.1347
C -9.209 -2.780 -3.182 -0.1559
N -6.027 -1.579 -1.962 -0.2919
C -5.460 -0.641 -1.007 -0.1368
C -5.884 -1.144 -3.344 -0.1328
H -7.342 -2.521 2.018 0.0806
H -8.527 -3.303 0.958 0.0817
H -8.189 -1.557 0.871 0.0538
H -4.930 -3.939 -0.119 0.0754
H -6.278 -4.762 0.687 0.0740
H -5.361 -3.486 1.522 0.0783
H -9.754 -1.602 -0.763 0.0781
H -9.710 -0.511 -2.152 0.0800
H -8.440 -0.410 -0.974 0.0672
H -9.954 -3.394 -2.662 0.0744
H -8.633 -3.431 -3.846 0.0680
H -9.735 -2.067 -3.826 0.0748
H -6.235 -0.110 -0.449 0.0793
H -4.844 0.117 -1.499 0.0324
H -4.790 -1.144 -0.305 0.0484
H -6.510 -0.268 -3.545 0.0867
H -6.178 -1.936 -4.039 0.0680
H -4.845 -0.894 -3.577 0.0820

---

Entry 2:
118
Properties=species:S:1:pos:R:3:lowdin_charge:R:1 method="wB97M-V/def2-TZVPD" e_tot_ha=-2757.0080 smiles="CC1(C)CCCC(C)(C)N1O.NC(N)=O.NC(N)=O.NC(N)=O.NC(N)=O.NC(N)=O.NC(N)=O.OCCO.OCCO.OCCO.OCCO" gap_ev=7.4 e_homo_ev=-8.0 largest_force_ev_per_a=5.57
C 0.609 1.947 -2.612 -0.0340
C 1.435 3.153 -3.090 -0.4665
C 0.455 4.210 -3.764 -0.0464
C 2.051 4.048 -1.964 -0.1101
C 3.256 3.221 -1.373 -0.1514
C 4.374 2.786 -2.374 -0.1153
C 3.726 2.078 -3.586 -0.4730
C 4.833 2.076 -4.643 -0.0414
C 3.362 0.630 -3.263 -0.0340
N 2.503 2.849 -4.047 -0.1261
O 2.025 2.461 -5.284 -0.0115
H 0.929 1.536 -1.653 0.0606
H -0.319 2.442 -2.321 0.0542
H 0.426 1.178 -3.360 0.0882
H -0.177 4.665 -3.001 0.0781
H 1.010 4.957 -4.331 0.0841
H -0.302 3.763 -4.413 0.0745
H 2.344 5.036 -2.327 0.1114
H 1.375 4.465 -1.215 0.0937
H 3.669 3.710 -0.490 0.0954
H 2.813 2.294 -1.003 0.0795
H 5.092 2.115 -1.903 0.1249
H 4.877 3.728 -2.597 0.1165
H 4.901 1.137 -5.196 0.0769
H 5.831 2.274 -4.256 0.0801
H 4.629 2.764 -5.465 0.0798
H 2.595 0.550 -2.493 0.0533
H 4.216 -0.033 -3.134 0.0929
H 2.788 0.239 -4.108 0.0828
H 1.753 3.298 -5.672 0.0937
N -3.028 2.024 -1.412 0.1936
C -4.107 2.546 -0.973 -0.7831
N -5.268 2.174 -1.444 0.1717
O -4.118 3.534 -0.224 0.0021
H -2.186 2.385 -0.993 0.1098
H -2.994 1.342 -2.151 0.1099
H -5.287 1.410 -2.099 0.0955
H -6.030 2.570 -0.918 0.1246
N 2.071 -0.232 5.219 0.1905
C 0.946 0.061 4.528 -0.6756
N -0.119 -0.331 5.164 0.2049
O 0.983 0.447 3.362 -0.0198
H 2.008 -0.622 6.144 0.1112
H 2.928 0.025 4.756 0.1188
H -0.231 -0.442 6.159 0.1263
H -0.998 -0.299 4.666 0.1066
N -2.764 -2.410 2.661 0.1635
C -3.595 -1.679 3.449 -0.7413
N -3.457 -0.369 3.245 0.1681
O -4.249 -2.113 4.368 0.0294
H -2.973 -3.381 2.503 0.1126
H -2.166 -1.831 2.090 0.0557
H -3.987 0.279 3.804 0.1184
H -3.130 -0.141 2.312 0.0603
N -1.022 -4.006 5.137 0.1696
C 0.310 -4.133 5.059 -0.7389
N 0.861 -3.648 3.961 0.1742
O 0.929 -4.806 5.883 -0.0005
H -1.394 -3.458 4.376 0.0603
H -1.520 -4.450 5.889 0.1149
H 0.316 -3.313 3.179 0.0734
H 1.674 -4.170 3.678 0.0848
N 3.002 3.622 2.292 0.1620
C 3.730 2.510 2.056 -0.7929
N 3.012 1.481 1.795 0.1823
O 4.950 2.521 2.059 0.0132
H 2.046 3.551 1.954 0.0452
H 3.422 4.526 2.147 0.1052
H 2.108 1.305 2.217 0.0573
H 3.657 0.713 1.666 0.1296
N 2.059 -5.424 1.431 0.1509
C 2.119 -4.526 0.454 -0.7100
N 1.286 -4.880 -0.549 0.1560
O 2.806 -3.509 0.459 0.0299
H 2.649 -5.172 2.209 0.1037
H 1.667 -6.348 1.378 0.1096
H 0.919 -5.817 -0.548 0.0954
H 0.907 -4.217 -1.207 0.0711
O -3.951 -0.808 -1.426 -0.0804
C -4.792 -1.775 -0.905 -0.2241
C -4.222 -3.174 -1.037 -0.2308
O -4.030 -3.424 -2.406 -0.0551
H -4.012 -0.818 -2.386 0.1035
H -4.909 -1.492 0.142 0.1282
H -5.784 -1.753 -1.362 0.1306
H -4.693 -4.011 -0.518 0.1360
H -3.230 -3.257 -0.587 0.0940
H -4.813 -3.907 -2.685 0.1065
O 0.156 -1.585 1.846 -0.1174
C 0.214 -0.845 0.591 -0.1513
C -1.203 -0.739 -0.055 -0.2141
O -2.215 -0.083 0.685 -0.1004
H 0.604 -1.035 2.505 0.0268
H 0.694 0.127 0.696 0.0978
H 0.894 -1.524 0.074 0.1111
H -1.550 -1.676 -0.490 0.0837
H -0.959 -0.155 -0.948 0.1008
H -2.949 -0.001 0.062 0.0507
O -1.033 -3.541 -1.873 -0.1097
C -0.919 -2.808 -3.099 -0.1976
C -1.070 -3.880 -4.185 -0.2201
O 0.135 -4.637 -4.483 -0.0645
H -1.918 -3.790 -1.594 0.0472
H -1.677 -2.032 -3.218 0.1036
H 0.033 -2.282 -3.160 0.1277
H -1.350 -3.405 -5.128 0.1153
H -1.904 -4.565 -4.028 0.1101
H 0.509 -4.957 -3.657 0.0656
O -1.299 4.586 3.575 -0.0520
C -0.646 3.359 3.432 -0.2435
C -0.589 2.940 1.922 -0.1711
O 0.395 3.674 1.154 -0.1041
H -0.997 4.963 4.404 0.0869
H 0.323 3.480 3.921 0.1149
H -1.129 2.551 3.990 0.1024
H -1.534 3.085 1.396 0.1105
H -0.349 1.884 1.819 0.0804
H -0.052 4.431 0.768 0.0907